This record from the Open Molecules 2025 dataset describes a cluster of 2 separate species, C8H12F5O6PS in total in a non-equilibrium geometry. The level of theory is ωB97M-V/def2-TZVPD.

Properties
**LUMO energy**: -0.1 eV
**DFT total energy**: -2002.1681 a.u.
**Frontier orbital gap**: 8.35 eV
**SMILES**: CP(O)[C@]1(S(=O)(=O)C(F)(F)C(F)(F)F)CCC(=O)O1.CO

Cartesian coordinates (Å):
C 0.312 2.297 -0.663
P 0.464 0.801 0.501
O 1.988 0.930 1.332
C 0.464 -0.846 -0.526
S -1.049 -1.720 0.139
O -1.182 -1.289 1.596
O -0.929 -3.229 0.174
C -2.649 -1.232 -0.686
F -2.918 0.150 -0.520
F -3.683 -1.941 0.017
C -2.790 -1.666 -2.229
F -2.446 -0.624 -3.127
F -4.191 -1.901 -2.449
F -2.153 -2.892 -2.504
C 1.752 -1.798 -0.215
C 2.827 -1.479 -1.396
C 1.802 -1.126 -2.606
O 1.982 -1.249 -3.833
O 0.605 -0.634 -1.950
H 0.068 1.893 -1.712
H -0.517 3.024 -0.333
H 1.319 2.850 -0.639
H 1.911 0.482 2.212
H 1.550 -2.917 -0.407
H 2.257 -1.646 0.806
H 3.387 -2.444 -1.665
H 3.515 -0.633 -1.027
C -0.165 3.238 3.956
O -0.039 2.958 2.570
H 0.813 3.519 4.349
H -0.864 4.064 4.104
H -0.523 2.348 4.481
H -0.917 2.713 2.248

Atomic charges from the natural (NBO) analysis, expressed in e, are listed below: atom 1 (C): -0.962, atom 2 (P): 1.039, atom 3 (O): -0.966, atom 4 (C): -0.222, atom 5 (S): 1.915, atom 6 (O): -0.863, atom 7 (O): -0.853, atom 8 (C): 0.407, atom 9 (F): -0.298, atom 10 (F): -0.290, atom 11 (C): 0.925, atom 12 (F): -0.298, atom 13 (F): -0.317, atom 14 (F): -0.291, atom 15 (C): -0.444, atom 16 (C): -0.524, atom 17 (C): 0.812, atom 18 (O): -0.511, atom 19 (O): -0.562, atom 20 (H): 0.253, atom 21 (H): 0.258, atom 22 (H): 0.256, atom 23 (H): 0.505, atom 24 (H): 0.259, atom 25 (H): 0.252, atom 26 (H): 0.255, atom 27 (H): 0.261, atom 28 (C): -0.247, atom 29 (O): -0.729, atom 30 (H): 0.183, atom 31 (H): 0.165, atom 32 (H): 0.166, atom 33 (H): 0.469